DFT (ωB97M-V with the def2-TZVPD basis set) results for a structure of composition C29H35N2O4PPt.

Structure (ORCA input):
```
! wB97M-V def2-TZVPD RIJCOSX def2/J DEFGRID3
* xyz 0 1
Pt 0.3032 -0.0670 0.1743
O 2.7217 3.6653 1.6684
C 2.2817 2.8248 0.7150
O 2.9623 2.0003 0.1767
C 0.8697 3.0915 0.3048
C 0.3660 4.3785 0.2686
C -0.8542 4.5999 -0.3614
C -1.4784 3.5430 -0.9903
C -0.9109 2.2806 -0.8990
N 0.2021 2.0470 -0.1972
C -1.4322 1.1039 -1.7260
O -2.4316 1.2661 -2.3970
O -0.6706 0.0702 -1.6698
H 3.6655 3.4805 1.7922
H 0.9374 5.1850 0.7041
H -1.2763 5.5952 -0.3984
H -2.3843 3.6456 -1.5706
C -1.6133 0.8965 3.0686
C -0.1651 0.7098 3.5211
C 0.5267 2.0549 3.7094
P 0.7037 -0.4125 2.3538
C 2.4046 -0.7199 3.0355
C 2.4278 -0.8716 4.5557
C 3.4832 0.2452 2.5630
C -0.0863 -2.0092 2.5724
C -0.4362 -2.6091 3.7819
C -0.8816 -3.9169 3.8423
C -1.2910 -4.5572 5.1406
C -0.9349 -4.6294 2.6356
C -0.6157 -4.0618 1.4227
C -0.2230 -2.7056 1.3568
N 0.0358 -2.0418 0.1988
C 0.0017 -2.7247 -1.0451
C 1.2070 -3.1055 -1.6367
C 2.5093 -2.8096 -0.9468
C 1.1777 -3.7545 -2.8647
C -0.0214 -4.0340 -3.5083
C -0.0345 -4.7030 -4.8557
C -1.2080 -3.6555 -2.8912
C -1.2192 -2.9966 -1.6687
C -2.5119 -2.5761 -1.0336
H -2.1761 1.4317 3.8357
H -2.1049 -0.0586 2.8829
H -1.6541 1.4789 2.1443
H -0.1612 0.1782 4.4781
H 0.5280 2.6213 2.7795
H 1.5570 1.9619 4.0524
H -0.0178 2.6509 4.4450
H 2.6207 -1.7023 2.6009
H 2.2120 0.0694 5.0667
H 3.4277 -1.1852 4.8619
H 1.7274 -1.6262 4.9085
H 3.2769 1.2641 2.8962
H 3.5764 0.2562 1.4815
H 4.4401 -0.0490 2.9994
H -0.3771 -2.0396 4.7039
H -1.1105 -3.8866 5.9812
H -0.7348 -5.4787 5.3245
H -2.3531 -4.8126 5.1433
H -1.2548 -5.6662 2.6529
H -0.6870 -4.6417 0.5120
H 2.6664 -1.7313 -0.8604
H 3.3456 -3.2375 -1.4987
H 2.5185 -3.2137 0.0681
H 2.1133 -4.0512 -3.3278
H 0.8239 -5.3641 -4.9774
H 0.0038 -3.9611 -5.6566
H -0.9418 -5.2908 -4.9957
H -2.1528 -3.8681 -3.3803
H -3.3604 -2.9469 -1.6075
H -2.5750 -1.4875 -1.0020
H -2.5990 -2.9460 -0.0100
*
```

Values from the calculation:
HOMO energy: -6.9 eV
E_tot: -54350.09319 eV
relative energy (zero: lowest compared OMol25 entry of this formula, charge and spin): 41.9 kJ/mol
HOMO-LUMO gap: 6.23 eV